This record from the Open Molecules 2025 dataset describes 21 unconnected molecules or ions with the total composition H40O26S5 at a distorted geometry. The level of theory is ωB97M-V/def2-TZVPD.

Its total charge is -2. For the calculated total energy, the calculation gives -108063.05947 eV. Its orbital gap is 7.9 eV.

```
71
Properties=species:S:1:pos:R:3:forces:R:3:mulliken_charge:R:1
H 2.9308 1.8910 -1.6606 1.3 -0.3 -1.6 0.562
H -4.5479 0.8530 0.8341 1.3 1.1 -1.6 0.284
O 3.9032 4.6925 0.6617 -1.5 0.7 0.2 -0.694
O -4.1288 1.3208 0.0408 0.3 -1.3 1.3 -0.638
S -0.8102 -0.4175 1.6042 -0.5 1.1 0.1 0.383
O 1.3988 3.3004 1.4575 -0.6 1.6 1.6 -0.536
O 1.9647 1.0185 2.2087 -1.7 1.5 -2.9 -0.425
H -3.2329 -4.8439 -1.9555 2.4 -0.3 0.3 0.255
O 1.9616 1.8815 -0.2134 -1.2 -1.9 1.5 -0.406
H -4.8914 -3.1864 -0.9553 0.2 1.1 2.0 0.306
H 1.7268 -3.5066 1.5520 0.1 2.3 -0.1 0.251
H -1.7612 -4.2700 -1.5197 -1.0 -1.3 -0.6 0.414
H -2.2128 -3.1351 2.9794 -0.2 1.1 1.4 0.431
O 1.4601 -0.0287 -5.6963 -1.3 0.8 -1.8 -0.654
O 2.9958 3.9556 3.5915 1.2 -1.1 -0.7 -0.706
H 3.9836 1.2008 -2.7096 -1.7 1.5 0.7 0.329
S -0.2424 -1.4790 -1.2416 4.2 1.1 -2.6 0.762
O -2.4287 -3.5502 1.2757 0.0 0.9 -1.1 -0.695
O 0.0654 5.6400 2.0211 -0.7 -0.9 -1.3 -0.696
H -4.8134 -1.8606 0.0046 0.0 -2.1 -0.5 0.320
H -0.7376 5.5487 1.4123 2.0 -0.1 1.3 0.280
H 0.3782 2.0135 -2.9211 -1.9 -1.1 0.0 0.318
O -2.2519 -5.0791 -1.8779 -1.3 1.5 0.2 -0.627
O 4.2020 -0.5874 0.9916 -1.6 0.1 -0.6 -0.668
O -0.3771 -2.9032 -1.3381 -1.6 -1.9 0.6 -0.577
H 3.4881 5.6152 0.6656 0.5 -2.4 0.1 0.293
H 2.1434 0.4291 3.9278 -1.1 0.0 1.9 0.460
H 0.5637 -5.7529 -2.2374 1.1 1.6 1.3 0.280
O 3.4197 2.0229 -2.5366 0.4 -1.3 0.7 -0.688
S -0.7135 1.6039 1.1010 1.2 -0.4 0.1 -0.245
H 3.4928 -0.2483 1.6286 1.1 -0.7 -1.7 0.306
H -1.7319 -2.9813 0.8123 -1.7 -1.4 0.7 0.223
H 0.6903 4.8659 1.8367 -1.5 1.2 0.1 0.463
H 1.1709 1.0029 5.1153 1.6 -1.5 -1.0 0.285
H 0.7112 -4.2778 -1.5392 0.6 -1.8 -0.5 0.437
H 3.1700 4.0162 0.8316 1.2 1.8 -0.5 0.285
H -0.9861 -2.1882 -4.0609 -0.1 -0.6 -1.6 0.392
H 1.5587 0.8614 -6.1671 -0.5 -2.0 1.1 0.294
O 1.3990 4.5608 -1.9720 -1.5 -1.2 0.6 -0.651
S 1.3560 1.8956 1.1416 3.6 -1.0 -0.7 0.455
H -2.7788 -1.8666 3.8487 1.5 -2.0 -0.5 0.416
O 1.8088 0.2577 4.8672 -0.6 1.4 -0.6 -0.668
H -3.1577 1.0417 -0.0127 -2.0 0.5 0.2 0.295
H 0.6195 -0.4754 -6.0393 1.7 1.1 0.8 0.311
O -4.8190 -2.8724 0.0038 -0.5 1.2 -1.6 -0.669
O -2.5403 2.0194 3.3661 -0.1 -1.3 -0.9 -0.677
H 3.7595 -0.7842 0.1032 0.6 0.6 2.1 0.327
H -4.5061 -0.2663 3.0610 1.3 -0.7 1.8 0.264
H -0.5556 0.6693 -3.0011 0.5 1.9 0.3 0.363
H -4.3191 -0.7409 4.6182 0.8 0.5 -1.9 0.291
H 0.3981 4.6385 -1.8460 2.3 -0.6 -0.1 0.307
S -1.8634 -0.7756 -0.0791 0.2 -0.9 -0.6 -0.408
H 2.5153 3.5740 2.7869 1.1 0.6 1.6 0.379
H -3.3365 -3.3009 0.9047 1.9 -0.3 0.4 0.434
O -0.5758 1.6766 -2.9078 1.4 -0.1 -0.3 -0.677
O 1.1653 -5.1729 -1.6670 -1.5 -0.1 -0.9 -0.712
O 1.7232 -2.4980 1.6325 0.0 -1.6 -1.2 -0.594
H -1.2548 -3.4609 -5.0576 0.3 2.3 0.5 0.293
O -2.1553 -2.6631 3.8725 -1.0 0.4 -0.7 -0.726
H 2.0982 -0.7500 -2.4037 1.1 -0.2 -1.9 0.178
O -3.8290 -0.5661 3.7505 -2.6 0.6 0.3 -0.643
H -2.7226 1.0256 3.4208 0.7 2.0 -0.2 0.369
H 2.2347 -0.5786 -4.0277 0.6 -0.5 1.9 0.386
H 3.9536 3.6302 3.5702 -2.3 0.6 -0.3 0.316
O 2.7149 -0.8904 -3.1934 -1.4 0.6 0.0 -0.670
O -1.1756 -2.4530 -5.0189 0.0 -1.5 1.2 -0.701
O -0.1969 -0.9043 -2.6019 -1.9 -0.4 0.6 -0.561
O 1.0402 -1.1323 -0.6230 -1.2 0.5 0.7 -0.394
H 1.6848 3.6401 -1.6647 -0.8 1.8 -0.4 0.231
H 1.7802 -2.1072 0.7010 -0.3 -1.0 1.7 0.323
H -1.9769 2.1916 2.5435 -1.1 -0.5 2.0 0.460
```
Positions in Å, forces in eV/Å.


This record from the Open Molecules 2025 dataset describes 5 unconnected molecules or ions with the total composition C22H50BrN6O2 at a distorted geometry. The level of theory is ωB97M-V/def2-TZVPD.

Its total charge is +3. For the calculated total energy, the calculation gives -106680.24162 eV. Its orbital gap is 8.6 eV.

```
81
Properties=species:S:1:pos:R:3:forces:R:3:mulliken_charge:R:1
H -0.8904 3.5464 -0.7352 -0.1 0.5 -0.3 0.360
H -1.3553 -5.6219 3.6236 -0.1 -0.2 0.0 0.407
H 6.6818 3.3583 -0.4686 -0.2 0.0 0.1 0.392
H -2.2956 -8.1285 2.6965 0.1 -0.3 0.0 0.349
H 1.0603 2.7830 -7.5114 0.1 -0.2 -0.1 0.295
H -0.3026 -6.5357 0.1594 0.0 0.0 0.1 0.417
C 4.3882 1.1261 -1.5201 -0.1 -0.4 0.0 -0.647
O 2.3709 0.7249 -0.2424 0.1 0.0 -0.1 -0.222
H -4.6929 4.9486 3.3200 0.0 -0.1 -0.1 0.284
H -3.1983 -5.7678 2.1344 -0.3 0.1 -0.2 0.360
C 4.2936 2.7462 0.3974 0.0 -0.1 -0.3 -0.881
H 5.2204 0.3836 1.0819 -0.1 0.3 0.1 0.345
N -1.2661 -5.2463 1.5437 -1.0 0.3 -0.5 0.193
C 5.9073 0.9863 0.4962 0.6 -0.4 -0.5 -0.861
H 0.3388 4.2212 -2.7765 -0.1 -0.1 -0.5 0.431
H 0.8022 1.0219 -7.7016 0.0 0.0 0.0 0.347
C 0.3727 1.9538 -7.3532 -0.1 0.9 0.1 -0.800
H -3.1201 -4.9969 0.4964 0.1 0.2 0.1 0.350
H 3.6610 2.1368 1.0316 0.0 0.0 -0.1 0.350
H -0.9406 2.4579 1.7275 -0.1 -0.2 -0.3 0.663
N -2.4873 1.4275 2.7827 -0.9 -1.0 0.2 0.185
H -1.9918 -3.5677 2.6308 0.0 0.1 0.0 0.347
N 0.1185 1.8916 -5.9112 -0.6 0.2 0.0 0.109
H -2.8949 -0.6273 2.8536 0.1 0.1 0.7 0.303
H 4.9775 3.3624 0.9728 -0.1 0.1 0.1 0.444
H 1.6178 0.1008 -0.2153 -0.2 0.1 -0.1 -0.029
H 0.5871 -5.0078 0.5363 0.1 -0.2 0.2 0.365
H 5.4586 3.4797 -1.7568 0.1 0.0 -0.1 0.396
H -1.6974 -3.2791 0.8595 -0.1 0.1 0.1 0.298
H 5.1382 0.6624 -2.1609 -0.1 -0.3 0.1 0.358
H -0.7303 0.5116 -3.0964 0.0 0.1 0.1 0.264
C -1.3511 -3.7529 1.7744 0.8 -0.8 -0.1 -1.007
O -1.5092 -8.2092 2.1399 -0.4 0.5 0.2 -0.475
H -4.7768 4.0914 4.8174 0.3 -0.4 0.0 0.325
C 0.3585 2.8519 -5.0243 0.6 -0.2 0.0 -0.051
H -6.9471 4.0158 3.8421 -0.3 -0.3 -0.1 0.367
C -6.2128 3.4080 3.3220 1.0 0.3 -0.3 -1.086
C 6.0848 2.8000 -1.1880 0.5 0.0 0.2 -0.845
H -1.1651 -0.1126 3.2791 -0.3 -0.3 0.3 0.302
C -0.3827 -5.4742 0.3679 0.2 0.3 -0.4 -0.954
H -0.3166 -3.4579 1.9386 -0.2 0.4 0.2 0.416
C -4.8387 3.9531 3.7377 -0.7 0.3 0.0 -0.403
C -0.4796 -7.4059 2.6558 1.1 -0.4 0.0 -0.790
C -2.6804 3.5904 2.4969 0.4 -0.9 -1.0 -0.454
H -0.1064 -7.7596 3.6228 -0.2 0.0 0.1 0.405
H -4.3210 1.1726 3.8985 0.1 -0.1 0.1 0.382
H -1.7774 -0.2089 1.6391 0.1 0.4 0.0 0.194
C -2.0545 0.0368 2.6727 0.4 -0.2 -0.9 -0.774
C -0.4185 1.1270 -3.9294 -0.8 -0.6 -0.1 -0.184
C -2.6641 -5.6960 1.1902 0.3 -0.6 0.3 -0.952
H -2.6215 -6.6773 0.7270 0.0 0.0 0.1 0.460
N 0.0695 2.4011 -3.7935 -0.2 0.2 -1.3 0.265
H 0.2280 -5.3755 2.8771 0.2 -0.5 0.6 0.333
H -0.7399 -0.0574 -5.7918 -0.1 0.0 0.1 0.461
H 0.8336 3.7835 -5.2835 -0.1 0.1 0.2 0.369
H -6.2922 3.5071 2.2388 -0.3 0.2 0.0 0.334
H 0.3638 -7.5379 1.9758 0.0 -0.1 0.0 0.424
C -1.9136 2.4965 2.1832 0.3 1.2 0.6 -0.454
H 6.5112 1.6602 1.0970 -0.1 -0.1 0.3 0.426
Br -0.5231 -1.2214 -0.8659 0.2 0.3 0.3 -0.783
C -1.0443 3.0084 -1.6704 -0.1 -1.0 0.7 -1.160
H 2.9139 -0.2931 -1.9417 0.2 -0.2 0.0 0.428
C -3.6110 1.8061 3.3995 0.4 0.9 -0.5 -0.065
H 6.7970 2.2810 -1.8263 -0.3 -0.3 -0.1 0.390
H -1.1154 1.9765 -1.3035 0.0 -0.1 -0.4 0.236
N -3.7414 3.1273 3.2222 -0.1 -0.1 0.4 0.146
H 1.0553 2.8270 -2.0291 -0.1 -0.1 0.0 -0.173
H 3.6857 3.3659 -0.2569 0.0 0.0 0.0 0.363
N 5.1657 1.8561 -0.4668 -0.2 0.8 0.4 -0.110
H 6.5860 0.2963 -0.0061 -0.1 0.2 -0.3 0.358
C 3.3757 0.1096 -1.0356 -0.4 0.0 0.1 -0.526
C 0.1632 3.1667 -2.5627 0.5 0.3 0.8 0.081
C -0.7116 -5.9242 2.7969 -0.4 1.1 -0.9 -0.426
C -0.4655 0.8377 -5.2613 0.8 -0.3 0.5 -0.617
H 3.8747 1.8598 -2.1429 0.1 0.2 0.3 0.424
H -0.8001 -4.9599 -0.4972 -0.2 -0.1 0.1 0.409
H -2.5960 4.5616 2.0415 -0.2 0.3 0.6 0.382
H -6.3079 2.3440 3.5246 -0.2 0.1 0.4 0.341
H 3.8241 -0.7137 -0.4760 0.2 -0.1 -0.1 0.405
H -0.5437 2.2104 -7.8807 -0.1 -0.3 0.0 0.340
H -1.9929 3.2559 -2.1405 0.1 0.3 0.0 0.351
```
Positions in Å, forces in eV/Å.


This record from the Open Molecules 2025 dataset describes a molecular structure, C43H44KO2P2S2. The level of theory is ωB97M-V/def2-TZVPD.

Its total charge is +1. For the calculated total energy, the calculation gives -105969.99182 eV. Its orbital gap is 8.6 eV.

```
94
Properties=species:S:1:pos:R:3:forces:R:3:mulliken_charge:R:1
H -2.9285 3.5389 5.5865 0.0 0.0 0.0 0.397
H 2.0793 2.9856 -1.0651 0.0 0.0 0.0 0.522
O -0.3062 -2.9235 0.9239 0.1 0.1 0.0 -0.390
H -3.4860 -2.0932 -1.5552 0.0 0.0 0.0 0.509
H -2.2561 5.3898 -3.3444 0.0 0.0 0.0 0.410
K -0.3561 -0.8523 2.4771 -0.1 -0.1 -0.1 1.130
H -3.7991 2.0528 -1.9151 0.0 0.0 0.0 0.393
C -0.9608 3.1170 -0.4909 0.0 0.0 0.0 0.376
H 3.2752 0.9648 3.4773 0.0 0.0 0.0 0.349
H -4.0943 2.2572 3.8155 0.0 0.0 0.0 0.454
C -1.8942 4.7524 -2.5484 0.0 0.0 0.0 -0.637
O -2.8378 -1.0096 1.8063 0.0 0.0 0.0 -0.290
C 0.5643 -3.2255 -1.5667 0.0 0.0 0.0 0.779
C 1.4362 2.7330 0.9761 0.0 0.0 0.0 -1.328
C -2.9507 -2.6695 -0.7988 0.0 0.0 0.0 0.364
H -3.2360 -4.5891 -1.7435 0.0 0.0 0.0 0.505
C -6.1754 -0.3892 -0.0887 0.0 0.0 0.0 -0.567
C -1.5795 4.3314 -0.1995 0.0 0.0 0.0 -0.509
C -0.8264 2.7286 -1.8227 0.0 0.0 0.0 -0.398
H -6.2208 2.0655 -2.4148 0.0 0.0 0.0 0.425
C 4.2119 -4.1990 -0.8416 0.0 0.0 0.0 -0.641
C -1.0537 2.5670 2.3291 0.0 0.0 0.0 0.159
C 1.0757 -4.0259 -2.5779 0.0 0.0 0.0 -0.970
H 1.8428 2.3151 1.9018 0.0 0.0 0.0 0.221
H -1.1212 -5.6578 -1.1733 0.0 0.0 0.0 0.537
C -2.3862 2.1943 2.5279 0.0 0.0 0.0 -0.283
C 0.4221 -1.8584 -1.7308 0.0 0.0 0.0 0.103
C 5.4517 0.5049 0.9269 0.0 0.0 0.0 -0.512
C 6.5842 1.0579 1.5014 0.0 0.0 0.0 -0.681
H 0.6192 3.6016 3.2179 0.0 0.0 0.0 0.333
H 3.3770 0.8471 -1.2261 0.0 0.0 0.0 0.793
H -2.5339 6.0788 -0.9881 0.0 0.0 0.0 0.452
H -6.8400 -1.0537 0.4515 0.0 0.0 0.0 0.459
C -4.4626 1.3617 -1.4113 0.0 0.0 0.0 -0.595
H 1.8132 -4.0648 -4.5878 0.0 0.0 0.0 0.441
H -2.1300 -2.0500 -0.4379 0.0 0.0 0.0 -0.384
H -0.3686 1.7723 -2.0552 0.0 0.0 0.0 0.138
C -3.0595 2.5475 3.6861 0.0 0.0 0.0 -0.659
H 1.3623 3.8145 1.1139 0.0 0.0 0.0 0.857
S -4.1940 -1.5154 1.4164 0.0 0.0 0.0 -0.196
H 4.5762 -5.1485 -1.2121 0.0 0.0 0.0 0.438
C -3.9477 0.4711 -0.4802 0.0 0.0 0.0 -0.147
H -1.6992 4.6429 0.8313 0.0 0.0 0.0 0.436
C 5.3366 1.5545 3.4946 0.0 0.0 0.0 -0.729
H 0.6624 -0.2226 -3.0969 0.0 0.0 0.0 0.253
C -2.4041 -3.9383 -1.4561 0.0 0.0 0.0 -1.080
C 4.2464 0.4735 1.6274 0.0 0.0 0.0 0.454
C -2.0497 5.1400 -1.2233 0.0 0.0 0.0 -0.676
C 3.2904 -1.7378 0.1168 0.0 0.0 0.0 0.958
H 1.5306 -1.6319 -4.9236 0.0 0.0 0.0 0.412
C -4.8122 -0.3958 0.1699 0.0 0.0 0.0 0.669
H -2.9015 1.6190 1.7692 0.0 0.0 0.0 0.376
C 2.5224 0.9498 -0.5553 0.0 0.0 0.0 -0.134
C -1.2783 3.5464 -2.8495 0.0 0.0 0.0 -0.467
C 1.4175 -3.4491 -3.7911 0.0 0.0 0.0 -0.961
H 4.5119 -3.1753 -2.7027 0.0 0.0 0.0 0.452
H -7.7391 0.5062 -1.2459 0.0 0.0 0.0 0.389
H 3.6990 -1.0270 -1.8790 0.0 0.0 0.0 0.225
C 3.7762 -4.0835 0.4711 0.0 0.0 0.0 -0.594
H 2.9718 -2.7817 1.9670 0.0 0.0 0.0 0.376
C 2.3902 2.4289 -0.1771 0.0 0.0 0.0 -1.539
P 2.7034 -0.1847 0.8907 0.0 0.0 0.0 0.319
C 6.5268 1.5866 2.7856 0.0 0.0 0.0 -0.493
C 4.1786 -3.0914 -1.6761 0.0 0.0 0.0 -0.851
C -6.6784 0.4916 -1.0345 0.0 0.0 0.0 -0.595
H -3.4646 -3.6804 1.0654 0.0 0.0 0.0 0.401
C -2.4062 3.2654 4.6793 0.0 0.0 0.0 -0.608
H -1.9025 -3.6630 -2.3857 0.0 0.0 0.0 0.407
H 1.6385 0.6104 -1.1015 0.0 0.0 0.0 -0.375
H 7.4128 2.0172 3.2332 0.0 0.0 0.0 0.391
H -0.5655 4.1925 5.2702 0.0 0.0 0.0 0.434
H 0.0506 -1.2520 -0.9120 0.0 0.0 0.0 1.040
H 3.7956 -4.9427 1.1290 0.0 0.0 0.0 0.455
H -4.8649 -3.3197 0.0451 0.0 0.0 0.0 0.482
H 5.5090 0.0826 -0.0700 0.0 0.0 0.0 0.272
P -0.2498 2.0135 0.7777 0.0 0.0 0.1 1.657
C 0.7717 -1.2896 -2.9478 0.0 0.0 0.0 -0.826
S 0.0914 -4.0088 -0.0323 0.0 0.0 0.0 0.212
C -3.8850 -2.9562 0.3641 0.0 0.0 0.0 -0.800
H 7.5155 1.0749 0.9503 0.0 0.0 0.0 0.420
H 1.2152 -5.0891 -2.4187 0.0 0.0 0.0 0.497
H -2.8878 0.4468 -0.2533 0.0 0.0 0.0 0.357
C 1.2621 -2.0815 -3.9767 0.0 0.0 0.0 -0.696
H 5.2902 1.9574 4.4979 0.0 0.0 0.0 0.412
H -1.1598 3.2386 -3.8805 0.0 0.0 0.0 0.437
H 3.3761 2.8122 0.0963 0.0 0.0 0.0 0.469
H -1.9041 -5.1438 0.3099 0.0 0.0 0.0 0.609
C -5.8230 1.3677 -1.6898 0.0 0.0 0.0 -0.596
C 3.3136 -2.8638 0.9406 0.0 0.0 0.0 -0.839
C 3.7204 -1.8703 -1.2020 0.0 0.0 0.0 0.091
C -1.0807 3.6301 4.5023 0.0 0.0 0.0 -0.720
C -0.4089 3.2878 3.3350 0.0 0.0 0.0 -0.811
C 4.2033 0.9970 2.9162 0.0 0.0 0.0 -0.275
C -1.4507 -4.7784 -0.6143 0.0 0.0 0.0 -1.052
```
Positions in Å, forces in eV/Å.


This record from the Open Molecules 2025 dataset describes C6H5NO2S in the gas phase at a distorted geometry. The level of theory is ωB97M-V/def2-TZVPD.

For the calculated total energy, the calculation gives -22717.45179 eV. Its orbital gap (alpha / beta) is 7.2 / 7.8 eV.

```
15
Properties=species:S:1:pos:R:3:forces:R:3:mulliken_charge:R:1
H 1.3941 1.5706 -1.6152 -0.4 2.7 -1.4 0.484
C 0.7508 0.2977 -0.2257 -1.2 -1.4 -0.3 0.477
H 0.0574 -1.0361 2.8637 -0.9 -0.2 -1.0 0.304
C 1.8318 0.7790 -1.1463 0.1 -0.9 3.7 -1.396
N -3.9803 -0.6411 1.0084 -2.6 0.3 -0.6 -0.453
C -0.3245 -0.8092 1.8284 1.2 0.8 0.4 -0.355
O -0.9647 1.4987 -2.0611 0.2 -0.8 0.7 -0.531
H 2.6476 1.0079 -0.4468 0.2 0.2 -0.9 0.356
H 2.0480 0.0531 -1.8655 0.6 -1.3 -1.0 0.347
H 1.7513 -0.2393 1.4886 0.2 -0.1 0.0 0.319
C -2.8421 -0.6518 1.1324 1.2 -0.6 0.6 0.432
C -1.5720 -0.8013 1.4688 1.2 0.1 0.2 -0.057
S -0.8708 0.2306 -1.3374 0.7 0.6 0.7 0.709
C 0.7894 -0.2633 0.9949 -0.4 0.7 -1.1 -0.180
O -0.7160 -0.9956 -2.0871 0.0 -0.2 -0.1 -0.456
```
Positions in Å, forces in eV/Å.


> Among the records above, which one has the highest calculated total energy?

C6H5NO2S